No. 1
Computed, not measured: C30H23AsBrF4NPPd as an isolated structure, with ωB97M-V with the def2-TZVPD basis set.

- E_LUMO (eV) = 2.3
- max |F| (eV/Å) = 0.11
- Kohn-Sham gap (eV) = 6.085

Geometry as ORCA input:
```
! RIJCOSX wB97M-V def2-TZVPD def2/J DEFGRID3
* xyz -1 1
Pd 0.390 -1.212 -0.367
F -1.337 3.028 -6.125
C -0.952 2.575 -4.928
C -0.396 3.439 -4.008
F -0.241 4.730 -4.314
C -0.007 2.950 -2.773
F 0.527 3.855 -1.943
C -0.137 1.617 -2.404
P 0.379 0.978 -0.709
C 2.000 1.816 -0.517
C 2.885 1.955 -1.585
C 4.181 2.401 -1.383
C 4.625 2.705 -0.103
C 3.759 2.552 0.971
C 2.461 2.106 0.767
C -0.744 2.025 0.324
C -1.899 1.378 0.759
C -2.838 2.052 1.529
C -2.620 3.370 1.897
C -1.456 4.014 1.494
C -0.526 3.347 0.711
C -0.698 0.763 -3.365
Br -0.965 -1.082 -3.083
C -1.102 1.241 -4.602
F -1.643 0.439 -5.524
H 2.561 1.701 -2.589
H 4.850 2.507 -2.229
H 5.639 3.047 0.058
H 4.098 2.771 1.976
H 1.800 1.970 1.615
H -2.034 0.327 0.519
H -3.730 1.532 1.858
H -3.346 3.894 2.507
H -1.271 5.039 1.791
H 0.376 3.861 0.410
C 3.034 -4.000 -0.098
As 2.572 -2.190 -0.702
C 3.477 -2.269 -2.442
C 3.993 -1.243 0.257
H 4.103 -4.203 -0.199
H 2.466 -4.724 -0.681
H 2.735 -4.096 0.946
H 4.484 -2.678 -2.344
H 3.532 -1.260 -2.851
H 2.897 -2.887 -3.127
H 4.955 -1.738 0.108
H 3.751 -1.227 1.319
H 4.048 -0.214 -0.099
N -7.212 -4.557 5.393
C -6.338 -4.211 4.728
C -5.250 -3.781 3.901
C -5.329 -3.908 2.511
C -4.281 -3.492 1.719
C -3.115 -2.933 2.277
C -3.059 -2.816 3.679
C -4.103 -3.231 4.477
C -2.048 -2.495 1.459
C -1.128 -2.097 0.749
H -6.218 -4.334 2.065
H -4.340 -3.587 0.643
H -2.170 -2.387 4.123
H -4.042 -3.132 5.553
*
```

So, what does the Mulliken scheme give us? The charges, in e, come out as: Pd -0.968; F -0.313; C 0.666; C 0.067; F -0.310; C 0.552; F -0.389; C -0.349; P 1.405; C 0.442; C -0.545; C -0.757; C -0.491; C -0.720; C -0.537; C 0.323; C -0.634; C -0.590; C -0.425; C -0.784; C 0.184; C 0.133; Br -0.108; C 0.153; F -0.332; H 0.452; H 0.377; H 0.370; H 0.373; H 0.519; H 0.019; H 0.447; H 0.370; H 0.383; H 0.359; C -1.180; As 0.705; C -1.163; C -0.873; H 0.344; H 0.357; H 0.352; H 0.366; H 0.290; H 0.346; H 0.468; H 0.303; H 0.062; N -0.563; C 0.076; C 0.523; C -0.573; C -0.483; C 0.598; C -0.481; C -0.562; C 0.005; C -0.969; H 0.410; H 0.441; H 0.447; H 0.411



No. 2
Computed, not measured: the molecule C2H4N4S in a non-equilibrium geometry, with ωB97M-V with the def2-TZVPD basis set.

- E_LUMO (eV) = 0.8
- relative energy (zero: lowest compared OMol25 entry of this formula, charge and spin) (kcal/mol) = 5.8
- SMILES = Nc1n[nH]c(S)n1
- max |F| (eV/Å) = 2.39
- Kohn-Sham gap (eV) = 9.251

Geometry as ORCA input:
```
! RIJCOSX wB97M-V def2-TZVPD def2/J DEFGRID3
* xyz 0 1
N 2.113 -0.688 0.008
C 0.916 -0.050 -0.073
N 0.798 1.278 -0.008
N -0.626 1.345 0.001
C -1.147 0.125 -0.092
S -2.830 -0.194 0.067
N -0.221 -0.781 -0.094
H 2.824 -0.157 0.429
H 2.008 -1.704 0.228
H -1.052 2.283 -0.109
H -2.783 -1.458 -0.356
*
```

So, what does the Mulliken scheme give us? The charges, in e, come out as: N -0.436; C 0.522; N -0.702; N 0.110; C 0.457; S -0.280; N -0.575; H 0.249; H 0.257; H 0.236; H 0.160